Here is a molecular structure, C50H39AsF9KN6O6PS from OMol25. Energies are from ωB97M-V with the def2-TZVPD basis set.

The value obtained for the maximum force is 2.9 eV/Å. As for the total charge: -2. The spin multiplicity is 2. The orbital gap (spin up / spin down) is 3.83 / 7.06 eV. As for the total energy: -7183.14528 a.u.

XYZ file:
```
114
Properties=species:S:1:pos:R:3:forces:R:3:mulliken_charge:R:1
K -3.0556 -2.2493 -0.3818 0.07 0.11 1.65 1.308
C 1.5110 1.0304 0.8991 -0.10 -0.13 -0.05 -0.980
N 0.9555 -0.3099 0.8444 0.12 -0.05 0.03 0.659
C -0.0807 -0.7628 0.0775 0.07 -0.07 -0.22 -2.018
N -0.2695 -2.0458 0.2337 0.07 0.11 -0.27 0.343
C 0.6816 -2.4705 1.1210 -0.36 -0.51 0.13 -0.191
C 1.4505 -1.4123 1.5169 0.31 0.27 0.04 0.445
C 2.6628 -1.3567 2.3567 -0.15 0.01 -0.12 -0.295
C 3.7413 -2.1882 2.0566 0.11 -0.03 0.01 -0.042
C 4.8954 -2.1525 2.8270 -0.09 0.02 -0.04 -0.770
C 4.9907 -1.2773 3.9021 0.01 -0.01 -0.01 -0.417
C 3.9234 -0.4444 4.2070 -0.09 -0.01 -0.07 -0.780
C 2.7650 -0.4876 3.4396 0.05 0.03 0.14 -0.158
C 0.7369 -3.8943 1.5166 0.03 0.19 -0.11 0.742
C 0.2806 -4.8506 0.6128 -0.02 -0.06 -0.06 -0.633
C 0.3083 -6.1976 0.9372 0.01 0.04 0.02 -0.660
C 0.7930 -6.6094 2.1710 0.00 0.06 0.01 -0.469
C 1.2372 -5.6608 3.0832 -0.01 0.02 -0.05 -0.805
C 1.2056 -4.3114 2.7602 -0.01 0.00 0.04 -0.260
P -0.8286 0.2552 -1.2271 0.34 -0.81 -0.12 2.279
C 0.5340 0.4050 -2.3027 0.25 0.48 0.03 -0.672
N 1.3438 -0.6792 -2.3355 -0.13 0.21 0.33 -0.254
C 2.4543 -0.3316 -2.9831 0.36 -0.12 -0.08 -0.007
C 2.4189 1.0117 -3.3956 -0.39 -0.14 0.11 0.145
N 1.1676 1.4760 -2.9489 -0.09 -0.06 0.02 -0.110
C 0.5614 2.7153 -3.3482 0.02 0.01 -0.11 -0.872
C 3.3437 1.8348 -4.1256 0.34 0.26 -0.19 0.444
C 4.1001 1.3124 -5.2046 -0.12 0.04 0.15 -0.304
C 5.0181 2.0872 -5.8870 0.03 0.06 -0.02 -0.642
C 5.2225 3.4287 -5.5582 -0.12 -0.14 0.11 -0.529
C 4.4752 3.9699 -4.5143 -0.01 -0.02 -0.02 -0.573
C 3.5613 3.2016 -3.8128 0.03 -0.22 -0.05 -0.433
C 3.5537 -1.3276 -3.0339 -0.09 0.13 -0.04 0.748
C 4.8979 -0.9677 -3.1090 0.09 -0.02 0.05 -0.352
C 5.8951 -1.9373 -3.0930 -0.07 0.06 -0.01 -0.774
C 5.5665 -3.2819 -2.9929 -0.07 0.04 0.01 -0.482
C 4.2278 -3.6474 -2.8993 -0.02 0.04 0.00 -0.582
C 3.2331 -2.6813 -2.9195 -0.02 -0.09 -0.03 -0.488
C -1.5680 1.5273 -0.1749 -0.25 -0.01 0.08 -0.834
N -1.8805 1.0290 1.0090 0.21 -0.01 -0.11 0.143
C -2.4141 2.0350 1.7464 -0.01 -0.31 0.52 0.235
C -2.4345 3.1810 0.9969 -0.21 0.56 -0.16 0.015
N -1.9044 2.8537 -0.2364 0.10 0.05 -0.23 0.035
C -1.8717 3.7683 -1.3720 -0.08 -0.13 0.19 -0.951
C -2.9583 4.5308 1.3143 0.18 -0.43 -0.07 -0.225
C -2.1940 5.6773 1.1311 0.12 0.30 0.04 -0.102
C -2.6954 6.9291 1.4731 0.12 -0.17 -0.07 -0.763
C -3.9683 7.0440 2.0096 -0.03 0.04 0.03 -0.359
C -4.7386 5.9046 2.1942 0.02 -0.16 -0.03 -0.762
C -4.2379 4.6577 1.8432 -0.28 0.08 0.06 0.031
C -2.8056 1.7591 3.1517 0.04 0.03 -0.27 0.232
C -2.8221 2.7459 4.1348 0.03 0.06 0.10 -0.233
C -3.1719 2.4298 5.4414 -0.01 -0.04 -0.06 -0.750
C -3.4993 1.1224 5.7811 0.01 -0.01 -0.04 -0.548
C -3.4671 0.1289 4.8093 0.03 0.08 -0.07 -0.462
C -3.1221 0.4466 3.5026 -0.03 -0.09 0.05 -0.316
H 1.3173 1.5378 -0.0441 -0.01 -0.03 -0.05 0.346
H 2.5876 0.9674 1.0396 0.03 -0.02 0.03 0.449
H 1.0690 1.6101 1.7116 -0.04 -0.01 0.01 0.214
H 3.6622 -2.8613 1.2108 0.01 0.03 0.02 0.546
H 5.7256 -2.8027 2.5784 -0.02 0.01 0.01 0.402
H 5.8932 -1.2465 4.5011 -0.01 0.00 -0.01 0.376
H 3.9855 0.2349 5.0488 0.00 -0.01 -0.01 0.385
H 1.9207 0.1425 3.6948 0.02 0.00 -0.01 0.495
H -0.1178 -4.5203 -0.3393 0.02 -0.02 0.03 0.430
H -0.0703 -6.9244 0.2296 0.00 0.00 0.00 0.406
H 0.8003 -7.6610 2.4302 0.00 0.00 0.01 0.364
H 1.5884 -5.9698 4.0605 0.00 0.00 0.00 0.376
H 1.5195 -3.5757 3.4914 0.00 -0.02 -0.02 0.520
H 1.0202 3.0595 -4.2721 0.05 0.02 -0.02 0.590
H 0.6842 3.5061 -2.5961 0.05 -0.06 -0.02 0.205
H -0.4914 2.5540 -3.5353 -0.09 -0.01 -0.01 0.103
H 3.9360 0.2835 -5.5015 0.02 0.03 0.01 0.519
H 5.5719 1.6461 -6.7087 -0.01 -0.01 0.02 0.373
H 5.9429 4.0306 -6.0969 -0.02 0.00 -0.01 0.374
H 4.6170 5.0082 -4.2337 -0.01 -0.02 0.01 0.360
H 3.0292 3.6449 -2.9808 -0.01 0.00 0.00 0.278
H 5.1703 0.0785 -3.1595 0.00 -0.02 -0.01 0.535
H 6.9342 -1.6347 -3.1516 -0.01 0.01 0.01 0.386
H 6.3432 -4.0372 -2.9783 0.00 0.01 0.00 0.390
H 3.9533 -4.6914 -2.8036 0.01 0.02 -0.01 0.406
H 2.1894 -2.9577 -2.8344 0.03 0.00 0.01 0.496
H -0.9238 4.3025 -1.4208 0.02 0.01 0.02 0.231
H -2.6783 4.4857 -1.2565 -0.03 0.04 0.03 0.479
H -2.0368 3.2042 -2.2776 0.00 -0.08 -0.08 0.267
H -1.1884 5.5911 0.7365 -0.02 0.00 0.00 0.374
H -2.0832 7.8100 1.3264 0.00 0.00 0.00 0.379
H -4.3574 8.0166 2.2851 0.00 -0.01 -0.01 0.380
H -5.7365 5.9828 2.6067 0.00 0.00 0.00 0.398
H -4.8397 3.7663 1.9765 0.02 0.04 0.02 0.516
H -2.5414 3.7638 3.8890 -0.03 -0.04 -0.01 0.512
H -3.1795 3.2072 6.1968 0.00 -0.01 -0.01 0.390
H -3.7709 0.8780 6.8016 0.01 0.00 -0.02 0.383
H -3.7032 -0.9001 5.0495 -0.01 0.00 0.00 0.485
H -3.0897 -0.3344 2.7528 0.00 0.04 0.03 0.292
F -2.4499 -2.6411 1.9000 0.13 -0.15 0.67 -0.508
As -3.6328 -3.8199 2.4361 -0.03 0.06 -0.12 2.220
F -4.1424 -4.0526 0.7801 -0.19 -0.42 0.41 -0.500
F -2.4656 -5.0645 2.2374 0.21 -0.25 0.05 -0.449
F -4.8135 -4.9498 2.9603 -0.28 -0.26 0.21 -0.512
F -3.1180 -3.5493 4.0606 0.06 0.03 0.41 -0.520
F -4.7701 -2.5176 2.5705 -0.19 0.17 0.08 -0.516
O -4.0966 0.5356 -1.8903 0.15 0.00 -0.23 -0.648
S -3.0321 0.1895 -2.7913 0.09 -0.24 0.25 0.985
O -2.0681 1.2812 -3.0154 -0.12 0.18 -0.03 -0.555
O -1.9940 -0.7621 -1.7598 1.05 2.42 -1.16 -0.571
O -3.3106 -0.5991 -3.9402 0.02 0.01 0.20 -0.664
F -5.3419 -1.9493 -1.2088 -0.60 -0.08 -0.38 -0.236
C -5.6611 -2.5732 -2.3828 -0.04 0.03 0.22 0.917
F -6.1078 -1.6146 -3.2069 -0.08 0.05 -0.07 -0.280
F -6.7171 -3.3613 -2.0952 -0.10 -0.04 0.01 -0.313
C -4.4714 -3.3947 -2.9879 0.40 -0.07 0.11 0.248
O -4.7927 -4.0471 -3.9797 0.11 0.01 0.03 -0.766
O -3.3931 -3.2684 -2.3586 -0.84 -0.91 -1.79 -0.688
```
Forces are in eV/Å.

---

Here is a molecular structure, C18H15HgN3O3 from OMol25. Energies are from ωB97M-V with the def2-TZVPD basis set.

The value obtained for the maximum force is 2.2 eV/Å. As for the total charge: +1. The spin multiplicity is 2. The orbital gap (spin up / spin down) is 3.10 / 6.54 eV. As for the total energy: -1238.06783 a.u.

XYZ file:
```
40
Properties=species:S:1:pos:R:3:forces:R:3:mulliken_charge:R:1
Hg -0.0071 -0.1972 -0.0871 0.52 0.91 1.31 1.264
O -0.4002 -0.6220 -2.4399 -1.13 -0.59 -0.38 -0.633
C -1.2827 -1.1966 -3.1172 1.09 -0.04 1.91 0.971
O -2.0553 -1.4292 -0.2264 -0.39 -1.11 -1.84 -0.631
C -2.5324 -2.0836 -1.1670 0.18 0.71 1.77 0.471
O -3.4342 -3.0351 -0.9381 0.12 0.38 -0.93 -0.307
N -2.3065 -1.9523 -2.5313 0.60 0.56 -0.08 0.227
C -3.9943 -3.4925 -2.2120 -0.62 -0.83 0.68 -0.367
C -3.2438 -2.7836 -3.2993 0.50 0.57 -0.61 -0.644
H -5.0597 -3.2293 -2.2351 0.35 -0.24 0.25 0.275
H -3.8565 -4.5797 -2.2811 -0.19 0.38 0.28 0.306
H -3.9070 -2.1461 -3.8892 0.10 -0.10 0.02 0.345
H -2.7070 -3.4626 -3.9699 -0.09 0.12 0.20 0.416
C -1.2742 -1.1780 -4.5584 0.27 0.20 -1.51 -0.436
C -0.1930 -0.8155 -5.2803 -0.75 -0.37 0.40 -0.747
H -2.1923 -1.4884 -5.0680 0.39 0.44 0.12 0.288
H 0.7874 -0.6792 -4.8216 -0.36 0.29 -0.10 0.257
H -0.3048 -0.7047 -6.3612 0.26 -0.21 0.35 0.289
C 1.3707 4.2716 0.1972 -0.54 -0.33 -0.82 -0.757
C 0.7943 3.0726 -0.2355 0.27 0.04 0.56 -0.325
N 0.8414 1.9474 0.5064 -0.48 -0.03 -1.30 -0.571
C 1.4539 1.9640 1.7185 0.28 -1.22 1.14 -0.216
C 2.0570 3.1546 2.2216 -0.20 0.41 -0.57 1.426
C 2.0050 4.3164 1.4269 0.25 -0.80 0.96 -0.513
C 2.6904 3.0929 3.5024 0.23 -0.56 0.81 -0.880
C 2.7206 1.9382 4.2442 0.17 1.07 -0.29 -0.885
C 2.1239 0.7248 3.7772 -0.39 -0.76 -0.21 1.365
C 2.1232 -0.4850 4.4984 0.56 1.43 0.22 -0.633
C 1.5137 -1.6069 3.9629 -1.00 -0.92 -1.32 -0.694
C 0.9141 -1.5278 2.7056 0.42 -0.39 1.16 -0.244
N 0.9288 -0.3795 1.9928 -0.74 -0.75 -1.59 -0.533
C 1.4964 0.7446 2.5010 0.28 1.74 -0.59 0.057
H 1.3123 5.1492 -0.4429 0.01 -0.22 0.14 0.376
H 0.2835 3.0017 -1.1981 0.18 0.06 0.30 0.406
H 2.4681 5.2318 1.7911 -0.10 -0.17 -0.08 0.410
H 3.1575 4.0051 3.8754 -0.10 -0.27 -0.01 0.360
H 3.2071 1.9108 5.2197 -0.10 0.13 -0.25 0.369
H 2.6022 -0.5197 5.4745 -0.09 0.01 -0.19 0.401
H 1.4904 -2.5537 4.4998 0.00 0.25 -0.16 0.378
H 0.4090 -2.3775 2.2438 0.23 0.20 0.24 0.357
```
Forces are in eV/Å.

---

Here is 2 unconnected molecules or ions with the total composition C4H12NO2 from OMol25. Energies are from ωB97M-V with the def2-TZVPD basis set.

The energy above the lowest of the compared OMol25 structures with the same formula, charge and spin is 247.6 kJ/mol. The value obtained for the maximum force is 4.2 eV/Å. The spin multiplicity is 2. The orbital gap (spin up / spin down) is 9.89 / 6.06 eV. As for the total energy: -364.66552 a.u.

XYZ file:
```
19
Properties=species:S:1:pos:R:3:forces:R:3:mulliken_charge:R:1
C -0.5301 0.9195 0.4907 1.88 -0.34 0.30 -0.281
O -0.9254 -0.4665 0.5592 -0.86 4.04 0.52 -0.477
C 0.4666 1.3555 -0.6656 0.66 -2.41 -1.28 -0.731
C 1.9727 0.9520 -0.4083 -1.72 0.58 0.01 -0.492
C 2.0485 -0.3751 0.3755 -0.60 -1.37 -0.72 -0.616
N 1.2648 -1.5922 -0.1471 0.88 1.78 -0.73 -0.721
H -0.1161 1.2395 1.5978 -0.54 -1.17 -2.33 0.289
H -1.2403 1.7338 0.4001 -1.68 -0.78 0.29 0.368
H 0.2004 2.3754 -0.8640 0.69 1.02 0.44 0.480
H 0.3533 0.9800 -1.7505 -1.15 -0.35 1.86 0.248
H 2.2925 1.7786 0.2366 1.04 -0.33 -0.24 0.284
H 2.5074 0.8634 -1.3955 -0.28 0.40 1.17 0.321
H 3.1319 -0.6500 0.3290 -0.89 0.09 1.09 0.315
H 1.5029 -0.2765 1.3494 1.69 0.25 -0.28 0.322
H 0.2826 -1.2815 -0.0078 1.34 -1.09 -0.70 0.467
H 1.4271 -1.6396 -1.1655 -0.16 -0.20 0.55 0.221
H -2.6517 -0.5155 0.1101 -3.07 -0.10 0.71 0.312
H -3.4569 -1.2317 -0.8197 -1.21 -0.02 0.18 0.312
O -3.6788 -0.7012 -0.0272 3.99 0.02 -0.83 -0.622
```
Forces are in eV/Å.

---

The highest maximum force belongs to which entry? C4H12NO2